No. 1
C27H29N2O3PtS3Te | the ωB97M-V functional and the def2-TZVPD basis

Structure (ORCA input):
```
! wB97M-V def2-TZVPD RIJCOSX def2/J DEFGRID3
* xyz -2 4
Pt -1.47946 2.10569 1.26850
S 1.71377 4.92860 -0.47640
C 0.59595 3.94112 0.25148
S 0.96208 2.74337 1.43748
S -1.10936 3.96823 -0.12231
O -5.54650 2.94192 3.03699
C -4.40507 2.66464 2.63164
O -4.00877 2.46307 1.46331
C -3.34420 2.51580 3.74474
C -3.70768 2.63854 5.08140
C -2.76036 2.42702 6.06438
C -1.46605 2.09061 5.68812
C -1.17276 1.99939 4.34257
N -2.09190 2.22004 3.39936
H -4.73855 2.88603 5.28957
H -3.02399 2.51109 7.11239
H -0.69297 1.89365 6.41838
H -0.18329 1.74325 3.98644
C -3.47343 -0.71309 2.60761
C -1.94920 -0.67366 2.55393
O -1.27373 -1.29000 3.39076
N -1.43907 0.02136 1.54061
Te 0.32524 -1.53747 0.26418
C 1.85611 -2.55122 -0.92053
C 3.15600 -2.68314 -0.41260
C 3.56730 -2.12955 0.93148
C 4.14901 -3.31030 -1.16675
C 3.89410 -3.82827 -2.42462
C 4.97131 -4.50399 -3.23216
C 2.59882 -3.72088 -2.91488
C 1.58699 -3.10577 -2.18640
C 0.20547 -3.06380 -2.78226
C 0.03209 -0.02739 -1.20341
C 1.09604 0.81458 -1.56008
C 2.48786 0.68741 -1.00248
C 0.86773 1.84620 -2.46879
C -0.37810 2.07183 -3.02244
C -0.62765 3.25467 -3.91696
C -1.41237 1.21231 -2.67872
C -1.23434 0.17091 -1.77858
C -2.42419 -0.68462 -1.43986
H -3.79299 -1.75638 2.61763
H -3.93188 -0.16772 1.78421
H -3.78991 -0.25442 3.54716
H 2.73691 -2.06509 1.62973
H 3.96684 -1.11779 0.81919
H 4.34966 -2.75040 1.37271
H 5.15061 -3.38842 -0.75213
H 5.94332 -4.40653 -2.74693
H 5.04766 -4.06787 -4.23056
H 4.76485 -5.57016 -3.35720
H 2.36526 -4.13220 -3.89344
H 0.15519 -3.67187 -3.68758
H -0.08804 -2.04324 -3.03254
H -0.52823 -3.43349 -2.06326
H 2.46412 0.31192 0.01839
H 2.97112 1.66516 -0.99019
H 3.08761 -0.00029 -1.60714
H 1.67880 2.53251 -2.68637
H 0.26801 3.86993 -4.00126
H -1.41860 3.87847 -3.49645
H -0.93465 2.94459 -4.92011
H -2.40398 1.38407 -3.08652
H -3.21861 -0.53910 -2.17308
H -2.81100 -0.41783 -0.45539
H -2.15495 -1.74200 -1.40395
*
```

Calculated values
<S²>: 3.766
largest force on an atom: 0.4 eV/A
relative energy (zero: lowest compared OMol25 entry of this formula, charge and spin): 0.00 kJ/mol
E_LUMO (alpha / beta): 3.985 / 3.984 eV
frontier orbital gap (alpha / beta): 0.1723 / 0.2258 Ha

These are the Löwdin partial charges, in e, on atoms 1 to 2: atom 1 (Pt): 0.754, atom 2 (S): 0.348

No. 2
C27H29N3O5 | the ωB97M-V functional and the def2-TZVPD basis

Structure (ORCA input):
```
! wB97M-V def2-TZVPD RIJCOSX def2/J DEFGRID3
* xyz 0 1
C 7.07138 2.61718 1.75948
C 6.01953 1.49921 1.64871
N 5.05755 1.89639 0.60481
C 3.90923 1.07600 0.38698
C 3.78940 -0.23454 0.91464
C 2.66945 -1.01148 0.65816
C 1.52217 -0.50756 0.01646
C 0.23436 -1.28085 0.11480
C -0.99733 -0.48128 0.13190
C -1.08187 0.67286 0.98021
C -2.26788 1.37202 1.18427
C -3.42908 1.05225 0.42120
N -4.63875 1.73620 0.51983
C -4.91780 2.59952 1.66040
C -6.40822 2.92407 1.71577
O -6.83208 3.51635 0.48317
C -6.77112 2.51892 -0.55949
C -5.33045 2.02023 -0.75790
C -3.35404 -0.06896 -0.45620
C -2.18996 -0.82680 -0.55113
C 1.61370 0.82115 -0.48803
C 2.78950 1.57481 -0.32879
C 5.66460 2.30688 -0.66398
C 6.87791 3.21517 -0.49865
O 7.77766 2.72365 0.50943
H 6.58613 3.59319 2.00590
H 7.86671 2.38499 2.49233
H 6.56364 0.56370 1.37171
H 5.52628 1.38448 2.63540
H 4.59533 -0.64949 1.52024
H 2.59043 -2.03276 1.05047
H 0.27754 -2.27104 0.68741
H -0.18949 0.97146 1.52078
H -2.29365 2.19307 1.90772
H -4.61488 2.08815 2.57705
H -4.36181 3.54787 1.58043
H -6.98110 1.99872 1.90175
H -6.64317 3.66986 2.48537
H -7.42680 1.64942 -0.28721
H -7.13880 3.02053 -1.48146
H -4.79179 2.82068 -1.33018
H -5.35464 1.10843 -1.37569
H -4.23077 -0.37678 -1.04966
H -2.17562 -1.71846 -1.19495
H 0.73100 1.28056 -0.94390
H 2.81183 2.59970 -0.71508
H 6.01410 1.41287 -1.22555
H 4.90988 2.82787 -1.26694
H 7.47524 3.23227 -1.42508
H 6.54169 4.23809 -0.22573
O -0.08386 -2.68633 -1.06427
C -0.62076 -3.85424 -0.99219
C -0.58745 -4.70231 -2.17897
N 0.43762 -4.57446 -3.17052
O 1.42341 -3.84841 -3.01406
O 0.27484 -5.30508 -4.19710
C -1.25438 -5.89761 -2.30212
C -2.00062 -6.37306 -1.23738
C -1.98913 -5.67736 -0.01978
C -1.30621 -4.48280 0.13509
H -1.05267 -6.48101 -3.19064
H -2.55295 -7.28580 -1.37138
H -2.50643 -6.11634 0.84746
H -1.24651 -3.98394 1.13464
*
```

Calculated values
largest force on an atom: 2.8 eV/A
relative energy (zero: lowest compared OMol25 entry of this formula, charge and spin): 804.83 kJ/mol
E_LUMO: -0.502 eV
frontier orbital gap: 0.2730 Ha

These are the Löwdin partial charges, in e, on atoms 1 to 2: atom 1 (C): -0.184, atom 2 (C): -0.151

No. 3
C27H29N3O5 | the ωB97M-V functional and the def2-TZVPD basis

Structure (ORCA input):
```
! wB97M-V def2-TZVPD RIJCOSX def2/J DEFGRID3
* xyz 0 1
C -3.83701 -4.15465 -1.25155
C -4.25827 -5.42761 -0.97478
C -3.94255 -6.02574 0.26683
N -4.27476 -7.38921 0.48566
O -3.96824 -7.91972 1.57723
O -4.85969 -8.01332 -0.43143
C -3.26630 -5.28690 1.26599
C -2.83949 -4.00935 1.00563
C -2.95157 -3.41516 -0.33492
O -2.28972 -2.41007 -0.69639
H -4.06486 -3.69306 -2.20904
H -4.83187 -6.00554 -1.69620
H -3.08977 -5.75890 2.23067
H -2.31385 -3.43391 1.76553
C -2.16489 7.13014 -2.73602
C -2.21450 5.63711 -2.43928
N -1.84225 5.38822 -1.04642
C -1.57976 4.03278 -0.74839
C -2.51809 3.20595 -0.09437
C -2.24775 1.85853 0.06217
C -0.96727 1.31792 -0.24525
C -0.71975 -0.04872 0.05078
C 0.53939 -0.55925 0.42792
C 1.61494 0.27123 0.88013
C 2.85596 -0.26168 1.17888
C 3.09905 -1.63979 0.99869
N 4.38145 -2.20201 1.16864
C 5.06830 -2.51318 -0.08966
C 6.38488 -3.24244 0.15362
O 7.15253 -2.65334 1.20391
C 6.42067 -2.56236 2.42992
C 5.19754 -1.66893 2.25844
C 2.03298 -2.48349 0.58917
C 0.77841 -1.96496 0.36840
C -0.01486 2.18229 -0.87604
C -0.34348 3.49099 -1.17482
C -2.62696 6.14782 -0.07531
C -2.43854 7.62345 -0.40617
O -2.84071 7.91240 -1.74895
H -1.10724 7.44114 -2.83363
H -2.70874 7.33997 -3.66957
H -3.24572 5.27546 -2.63154
H -1.52021 5.09503 -3.09071
H -3.47761 3.61630 0.22846
H -2.99289 1.17584 0.47277
H -1.56401 -0.71812 0.02103
H 1.45500 1.34302 0.98271
H 3.66955 0.39698 1.48952
H 4.39633 -3.13821 -0.69006
H 5.28339 -1.58479 -0.65893
H 6.16520 -4.30567 0.36845
H 7.02698 -3.15250 -0.73409
H 6.09252 -3.56003 2.78624
H 7.13056 -2.11163 3.13901
H 5.52224 -0.63128 2.05586
H 4.59425 -1.68143 3.17530
H 2.22474 -3.55144 0.47455
H -0.05952 -2.60319 0.08795
H 0.96928 1.79658 -1.14527
H 0.35305 4.14739 -1.70135
H -3.69882 5.88070 -0.13584
H -2.25087 5.93297 0.93217
H -3.09856 8.24381 0.21874
H -1.37823 7.89754 -0.23501
*
```

Calculated values
largest force on an atom: 1.9 eV/A
relative energy (zero: lowest compared OMol25 entry of this formula, charge and spin): 747.08 kJ/mol
E_LUMO: -2.838 eV
frontier orbital gap: 0.1304 Ha

These are the Löwdin partial charges, in e, on atoms 1 to 2: atom 1 (C): -0.028, atom 2 (C): -0.033